(1)
23
Properties=species:S:1:pos:R:3 method="wB97M-V/def2-TZVPD" relative_energy_kj_mol=163.82 energy_ev=-9558.4835 lumo_ev=1.0
C -2.330 0.522 -0.355
C -0.904 0.751 -0.539
C -0.298 1.918 -0.186
C 0.977 2.289 -0.689
C 1.760 1.433 -1.454
C 1.078 0.299 -1.846
C -0.145 -0.107 -1.433
H -3.002 0.874 -1.124
H -2.894 0.949 0.520
H -2.664 -0.557 -0.456
H -0.878 2.652 0.293
H 1.475 3.207 -0.372
H 2.768 1.677 -1.853
H 1.636 -0.506 -2.326
H -0.621 -1.032 -1.807
C 0.955 -2.268 1.162
C 0.041 -1.424 2.186
H 0.644 -3.235 1.213
H 0.870 -1.814 0.246
H 2.027 -1.975 1.438
H 0.277 -0.309 2.334
H 0.129 -1.865 3.150
H -0.901 -1.478 1.896

(2)
82
Properties=species:S:1:pos:R:3 method="wB97M-V/def2-TZVPD" energy_ev=-99257.6213 spin_multiplicity=6 s_squared=9.33 total_charge=+1 lumo_ev="-3.5 / -3.5"
Dy 0.274 -1.519 0.272
O 3.666 -4.127 2.112
C 2.928 -3.435 1.286
O 1.704 -3.415 1.313
C 3.622 -2.632 0.241
C 4.963 -2.695 -0.111
C 5.396 -1.909 -1.175
C 4.484 -1.111 -1.847
C 3.155 -1.111 -1.420
N 2.742 -1.845 -0.396
C 2.034 -0.296 -2.098
O 2.320 0.462 -3.000
O 0.878 -0.524 -1.600
H 3.124 -4.575 2.791
H 5.636 -3.346 0.424
H 6.430 -1.934 -1.483
H 4.767 -0.494 -2.685
C 2.657 1.854 0.306
P 1.088 1.102 0.881
C -0.099 2.198 0.000
N 0.356 3.394 -0.266
C -0.432 4.265 -0.924
C 0.018 5.570 -1.205
C -0.806 6.437 -1.870
C -2.090 6.043 -2.291
C -2.557 4.784 -2.032
C -1.742 3.873 -1.330
N -2.191 2.639 -1.036
C -1.410 1.811 -0.393
P -2.084 0.128 -0.070
C -3.415 0.526 1.136
C -3.085 -0.288 -1.617
C -2.125 -0.212 -2.809
C -3.572 -1.726 -1.379
C -4.289 0.608 -1.894
C 0.941 1.701 2.668
C -0.408 1.193 3.179
C 2.072 1.007 3.428
C 1.012 3.213 2.837
H 2.700 2.899 0.608
H 2.692 1.806 -0.783
H 3.500 1.298 0.719
H 1.007 5.855 -0.882
H -0.475 7.443 -2.079
H -2.709 6.750 -2.824
H -3.542 4.471 -2.342
H -3.958 1.410 0.805
H -2.995 0.691 2.126
H -4.085 -0.329 1.203
H -1.127 -0.582 -2.560
H -2.010 0.823 -3.124
H -2.526 -0.772 -3.653
H -2.793 -2.353 -0.931
H -3.896 -2.175 -2.315
H -4.427 -1.729 -0.707
H -3.988 1.648 -1.965
H -5.052 0.514 -1.128
H -4.726 0.307 -2.844
H -0.540 0.128 2.950
H -1.216 1.769 2.727
H -0.474 1.312 4.260
H 2.027 -0.077 3.275
H 1.974 1.201 4.494
H 3.048 1.374 3.112
H 0.201 3.707 2.306
H 1.954 3.620 2.481
H 0.922 3.457 3.894
B 0.427 -3.268 4.180
C -0.321 -2.684 2.975
N -0.850 -2.194 2.050
H 1.498 -2.700 4.159
H 0.537 -4.450 4.015
H -0.189 -2.994 5.164
I -0.661 -7.598 -1.674
C -0.684 -5.518 -1.763
C -1.027 -4.743 -2.854
N -0.885 -3.467 -2.474
N -0.472 -3.364 -1.201
C -0.352 -4.611 -0.752
H -1.369 -5.033 -3.827
H -1.052 -2.635 -3.028
H -0.053 -4.819 0.262

(3)
20
Properties=species:S:1:pos:R:3 method="wB97M-V/def2-TZVPD" energy_ev=-41256.1243 spin_multiplicity=2 s_squared=0.77 lumo_ev="-2.3 / -1.8"
Ag 3.170 2.829 0.907
Ag 0.903 5.253 -3.351
Cl 1.518 4.443 -0.710
C -0.041 -1.478 2.878
O -0.543 -1.963 1.637
P -0.235 -1.244 0.232
O 1.132 -1.461 -0.275
O -1.397 -1.775 -0.735
C -1.026 -1.806 -2.149
O -0.732 0.264 0.497
C -0.163 1.380 -0.130
H 0.714 -0.700 2.768
H 0.379 -2.298 3.461
H -0.881 -1.139 3.484
H -0.071 -1.326 -2.361
H -1.796 -1.328 -2.754
H -0.927 -2.809 -2.566
H 0.307 2.074 0.566
H -0.994 1.897 -0.609
H 0.683 1.187 -0.791

(4)
24
Properties=species:S:1:pos:R:3 method="wB97M-V/def2-TZVPD" energy_ev=-34311.8405 total_charge=+3 lumo_ev=-13.5
O 0.698 3.779 -4.111
C 0.718 2.900 -3.366
La 0.738 1.021 -1.514
O 0.793 -1.339 -4.474
C 0.692 -0.425 -3.777
C 0.687 -1.547 -1.273
O 0.548 -2.663 -1.554
C -1.416 -0.155 -1.787
O -2.356 -0.831 -1.865
C 2.825 -0.271 -2.210
O 3.664 -0.980 -2.584
C 0.594 -1.376 2.459
N -0.372 -0.305 2.231
C -1.690 -0.302 2.655
C -2.228 0.889 2.292
N -1.234 1.587 1.623
C -0.077 0.857 1.601
S 1.499 1.368 1.134
H 0.777 -1.931 1.531
H 1.541 -0.949 2.805
H 0.182 -2.046 3.218
H -2.091 -1.139 3.204
H -3.203 1.308 2.464
H -1.289 2.549 1.299

(5)
20
Properties=species:S:1:pos:R:3 method="wB97M-V/def2-TZVPD" relative_energy_kj_mol=426.20 energy_ev=-14590.6224 lumo_ev=0.3
O -0.102 0.025 3.623
C -0.534 -0.095 2.261
C -1.900 0.070 1.770
C -1.920 0.259 0.407
C -0.803 0.051 -0.521
C -0.844 0.111 -1.956
C 0.194 -0.024 -2.736
C 1.466 -0.118 -2.154
C 1.623 -0.193 -0.797
O 2.710 -0.327 -0.217
C 0.460 -0.221 -0.011
C 0.464 -0.393 1.368
H -0.983 -0.359 4.047
H -2.677 0.191 2.561
H -2.935 0.507 0.307
H -1.901 0.454 -2.275
H 0.136 -0.187 -3.891
H 2.527 0.411 -2.528
H 3.510 0.214 -0.898
H 1.509 -0.376 1.640

(6)
73
Properties=species:S:1:pos:R:3 method="wB97M-V/def2-TZVPD" energy_ev=-59825.4773 total_charge=+2 lumo_ev="-8.8 / -8.8"
Ce 1.565 0.738 0.090
C 1.717 2.544 -1.552
C 2.984 1.849 -1.557
C 1.353 0.400 -2.372
C 0.717 1.653 -2.085
C 2.744 0.496 -1.985
C 1.467 3.720 -0.669
H 1.991 3.612 0.303
H 0.397 3.854 -0.469
H 1.846 4.645 -1.120
C -0.750 1.868 -2.110
H -0.996 2.905 -1.868
H -1.267 1.201 -1.390
H -1.157 1.650 -3.106
C 0.640 -0.814 -2.850
H 0.341 -0.714 -3.907
H -0.276 -1.001 -2.262
H 1.275 -1.698 -2.767
C 3.564 -0.674 -1.604
H 4.607 -0.377 -1.462
H 3.506 -1.406 -2.412
H 3.210 -1.193 -0.673
C 4.260 2.372 -1.008
H 4.960 2.579 -1.829
H 4.764 1.664 -0.338
H 4.122 3.320 -0.481
C -0.381 0.174 3.723
C 0.513 1.162 3.815
C 1.782 1.071 4.596
C 2.688 -0.184 4.375
C 2.570 -1.047 3.157
C 1.598 -1.906 2.837
C 0.394 -2.279 3.656
C -0.278 -1.131 4.466
H 1.543 1.131 5.678
H 2.602 -0.818 5.275
H 2.376 1.973 4.398
H 0.218 -1.009 5.437
H -1.281 0.257 3.115
H 0.299 2.149 3.382
H -1.314 -1.464 4.659
H -0.371 -2.713 2.987
H 1.682 -2.491 1.910
H 0.667 -3.091 4.353
H 3.726 0.187 4.377
H 3.465 -1.039 2.509
P -4.104 2.913 -0.561
C -4.874 4.257 -1.565
H -5.761 4.657 -1.063
H -5.150 3.854 -2.545
H -4.136 5.052 -1.709
C -5.621 1.877 -0.403
H -6.473 2.484 -0.082
H -5.428 1.085 0.327
H -5.835 1.416 -1.372
C -4.252 3.752 1.073
H -5.261 4.155 1.207
H -3.517 4.560 1.119
H -4.029 3.026 1.861
P -0.524 -4.199 -2.461
C 0.903 -5.174 -3.105
H 0.602 -6.208 -3.308
H 1.703 -5.158 -2.358
H 1.267 -4.703 -4.024
C -1.074 -5.417 -1.193
H -1.212 -6.406 -1.641
H -2.018 -5.067 -0.764
H -0.324 -5.464 -0.398
C -1.729 -4.684 -3.770
H -1.855 -5.771 -3.801
H -1.372 -4.318 -4.738
H -2.688 -4.206 -3.547
F 2.680 1.562 1.603

(7)
62
Properties=species:S:1:pos:R:3 method="wB97M-V/def2-TZVPD" relative_energy_kj_mol=0.00 energy_ev=-28955.7391 lumo_ev=0.6
C 6.609 1.482 -2.917
O 5.240 1.187 -2.966
C 4.471 2.197 -2.363
C 2.991 1.834 -2.317
C 2.282 2.016 -3.636
N 2.319 2.658 -1.284
H 6.995 1.360 -1.899
H 6.846 2.488 -3.286
H 7.147 0.805 -3.581
H 4.850 2.347 -1.338
H 4.599 3.175 -2.856
H 2.971 0.784 -2.006
H 2.299 3.073 -3.921
H 1.213 1.792 -3.561
H 2.685 1.357 -4.401
H 2.046 3.521 -1.750
H 2.984 2.968 -0.583
C -0.391 -1.543 -0.100
C 0.656 -0.484 -0.362
O -0.020 0.684 -0.790
H 0.054 -2.443 0.328
H -0.925 -1.845 -1.001
H -1.076 -1.090 0.615
H 1.429 -0.812 -1.068
H 1.193 -0.276 0.574
H 0.625 1.393 -0.911
C -1.469 3.804 -0.350
C -1.975 5.108 -0.923
O -3.032 4.866 -1.848
H -1.422 3.031 -1.117
H -2.078 3.434 0.473
H -0.462 3.988 0.034
H -1.173 5.726 -1.336
H -2.398 5.715 -0.110
H -3.696 5.552 -1.759
C 1.151 -5.871 3.292
C 2.004 -5.236 2.232
O 2.375 -6.278 1.323
H 1.759 -6.476 3.969
H 0.389 -6.530 2.881
H 0.662 -5.113 3.908
H 2.922 -4.761 2.583
H 1.412 -4.492 1.684
H 3.052 -5.990 0.706
C -4.319 -2.947 1.771
C -4.029 -2.769 0.289
O -4.217 -4.008 -0.391
H -3.585 -3.595 2.244
H -5.313 -3.391 1.837
H -4.431 -1.976 2.258
H -3.062 -2.323 0.047
H -4.769 -2.058 -0.088
H -3.398 -4.505 -0.311
C -2.825 0.486 2.052
C -4.012 0.946 2.850
O -3.526 1.560 4.046
H -2.167 -0.146 2.648
H -2.305 1.398 1.744
H -2.981 -0.031 1.104
H -4.645 0.123 3.183
H -4.579 1.710 2.322
H -3.948 2.418 4.133

(8)
7
Properties=species:S:1:pos:R:3 method="wB97M-V/def2-TZVPD" relative_energy_kj_mol=231.58 energy_ev=-13295.5619 lumo_ev="0.1 / 0.1"
C 0.993 -0.210 0.036
O -1.765 0.482 0.278
O -0.682 0.860 -0.438
F 1.357 -0.799 -1.098
F 0.707 -1.006 1.013
F 1.761 0.798 0.352
H -2.370 -0.125 -0.143

(9)
121
Properties=species:S:1:pos:R:3 method="wB97M-V/def2-TZVPD" relative_energy_kj_mol=49.05 energy_ev=-225655.2844 spin_multiplicity=2 s_squared=0.75 total_charge=-1 lumo_ev="1.9 / 0.4"
Rb -0.133 0.469 0.103
C -0.787 4.179 0.871
C -0.783 3.234 1.910
N 0.343 2.542 1.937
N 1.086 3.011 0.901
C 0.426 3.993 0.257
B 2.493 2.459 0.574
N 2.883 1.382 1.606
C 3.735 1.558 2.640
C 3.706 0.432 3.425
C 2.773 -0.397 2.783
N 2.278 0.176 1.701
N 2.567 1.936 -0.913
C 2.852 2.678 -2.004
C 2.766 1.874 -3.118
C 2.409 0.622 -2.597
N 2.289 0.662 -1.280
N 3.523 3.603 0.647
C 4.826 3.512 0.294
C 5.435 4.704 0.609
C 4.398 5.471 1.173
N 3.257 4.805 1.193
H -1.558 4.878 0.612
H -1.558 3.001 2.624
H 0.889 4.487 -0.583
H 4.291 2.475 2.744
H 4.267 0.241 4.323
H 2.439 -1.385 3.067
H 3.112 3.720 -1.904
H 2.939 2.151 -4.144
H 2.221 -0.306 -3.115
H 5.213 2.611 -0.154
H 6.467 4.973 0.457
H 4.432 6.479 1.557
Cl -1.746 -1.021 2.047
C -3.499 -1.168 1.929
C -4.108 -1.854 2.960
C -5.485 -2.033 2.941
C -6.208 -1.517 1.878
C -5.562 -0.839 0.860
Cl -6.563 -0.251 -0.441
C -4.167 -0.613 0.813
S -3.400 0.216 -0.485
H -3.501 -2.238 3.768
H -5.983 -2.560 3.743
H -7.281 -1.637 1.821
F 2.379 -7.356 -1.627
C 1.626 -6.265 -1.756
C 0.746 -6.151 -2.814
F 0.650 -7.132 -3.712
C -0.025 -5.008 -2.930
F -0.837 -4.953 -3.990
C 0.043 -3.956 -2.025
P -1.054 -2.461 -2.162
C -2.686 -3.256 -1.997
C -3.501 -3.716 -3.028
C -4.739 -4.272 -2.738
C -5.169 -4.378 -1.421
C -4.363 -3.923 -0.389
C -3.132 -3.357 -0.680
C -0.859 -2.027 -3.921
C -1.869 -1.335 -4.582
C -1.663 -0.841 -5.863
C -0.440 -1.009 -6.492
C 0.582 -1.678 -5.831
C 0.373 -2.182 -4.557
C 0.963 -4.084 -0.977
Br 1.282 -2.721 0.288
C 1.736 -5.228 -0.846
F 2.621 -5.363 0.144
H -3.177 -3.637 -4.056
H -5.371 -4.616 -3.547
H -6.142 -4.801 -1.204
H -4.698 -3.974 0.640
H -2.520 -2.960 0.122
H -2.821 -1.161 -4.091
H -2.468 -0.312 -6.358
H -0.278 -0.615 -7.488
H 1.547 -1.809 -6.306
H 1.183 -2.702 -4.056
C -4.188 6.965 -3.370
Si -3.050 5.733 -2.495
C -1.446 6.616 -2.063
C -3.929 5.078 -0.965
Si -2.630 3.953 -3.963
Te -1.428 2.082 -2.838
Si -1.175 4.428 -5.742
C -1.754 5.998 -6.612
C 0.560 4.688 -5.068
C -1.199 2.981 -6.948
Si -4.681 3.090 -4.736
C -5.346 4.234 -6.087
C -5.911 3.000 -3.319
C -4.428 1.374 -5.457
H -4.356 7.831 -2.721
H -5.164 6.523 -3.582
H -3.764 7.327 -4.309
H -1.639 7.410 -1.335
H -0.995 7.073 -2.947
H -0.720 5.932 -1.623
H -3.799 5.771 -0.128
H -3.561 4.099 -0.653
H -5.001 4.990 -1.152
H -1.674 6.865 -5.952
H -2.788 5.924 -6.953
H -1.122 6.188 -7.485
H 0.603 5.565 -4.418
H 1.270 4.837 -5.887
H 0.892 3.825 -4.485
H -2.178 2.878 -7.420
H -0.967 2.043 -6.438
H -0.460 3.134 -7.740
H -5.434 5.269 -5.753
H -6.339 3.893 -6.395
H -4.702 4.215 -6.969
H -6.176 3.992 -2.949
H -5.520 2.412 -2.485
H -6.830 2.517 -3.664
H -3.670 1.382 -6.244
H -5.367 1.005 -5.882
H -4.102 0.679 -4.681

(10)
9
Properties=species:S:1:pos:R:3 method="wB97M-V/def2-TZVPD" relative_energy_kj_mol=117.94 energy_ev=-30475.6383 spin_multiplicity=3 s_squared=2.01 lumo_ev="-0.3 / -4.6"
N 0.373 0.088 0.015
N 0.527 -1.116 0.246
O -2.171 0.343 0.042
O -3.423 0.956 1.912
S -2.267 0.200 1.485
Cl -0.276 1.382 1.900
H -0.371 0.578 -0.355
H 1.260 0.648 -0.026
H -0.287 -1.787 -0.039